# 1
Formula: C3H3N3O
Source: the OMol25 dataset
Level of theory: ωB97M-V/def2-TZVPD

Structure (ORCA input):
```
! wB97M-V def2-TZVPD RIJCOSX def2/J DEFGRID3
* xyz 0 1
O -0.0411 -2.0207 -0.4839
C 0.6960 -0.8885 -0.5066
C 0.1737 0.3064 -0.0798
C -1.0679 0.5898 0.6307
N -1.0118 1.8722 0.9933
N 0.1042 2.3811 0.4066
N 0.8705 1.4771 -0.1465
H 0.4003 -2.7776 -0.9714
H 1.7660 -0.9705 -0.8207
H -1.8901 0.0306 0.9784
*
```

Values from the calculation:
LUMO = -1.1 eV
Frontier orbital gap = 0.323 Eh
SMILES = O/C=C1\C=NN=N1
Energy relative to the best compared isomer or geometry (same formula, charge and spin) = 284.88 kJ/mol
Highest occupied orbital energy = -9.9 eV

***

# 2
Formula: C3H3N3O
Source: the OMol25 dataset
Level of theory: ωB97M-V/def2-TZVPD

Structure (ORCA input):
```
! wB97M-V def2-TZVPD RIJCOSX def2/J DEFGRID3
* xyz 0 1
N 1.6584 2.4372 -0.7348
C 1.9481 1.4091 -0.2929
N 1.9744 0.3624 0.4729
N 1.7639 -0.8356 0.2150
O 1.9185 -1.7252 1.0405
H 1.3723 -1.2309 -0.7048
C -0.9639 -0.4617 0.4493
C -0.9469 0.7116 0.6587
H -0.7466 -1.4618 0.3505
H -1.0343 1.7536 1.0232
*
```

Values from the calculation:
LUMO (alpha / beta) = -1.1 / -1.1 eV
Frontier orbital gap (alpha / beta) = 0.348 / 0.348 Eh
SMILES = N#C/N=[NH+]/[O-].C#C
Energy relative to the best compared isomer or geometry (same formula, charge and spin) = 649.20 kJ/mol
Highest occupied orbital energy (alpha / beta) = -10.6 / -10.6 eV